# 1
5
Properties=species:S:1:pos:R:3:forces:R:3:lowdin_charge:R:1 method="wB97M-V/def2-TZVPD" smiles="O=S(=O)([O-])Cl" total_energy_ha=-1084.19041 largest_force_ev_per_a=5.4 total_charge=-1 relative_energy_kj_mol=0.0 lumo_energy_ev=3.74
O 0.385540 -0.919898 1.147601 -1.183 0.738 -0.507 -0.435
S 0.150873 -0.037261 0.005131 5.312 0.954 -0.199 0.147
O 0.439997 -0.687084 -1.277567 -1.310 0.543 0.759 -0.439
O 0.933969 1.264947 0.123699 -2.882 -2.380 -0.078 -0.460
Cl -1.910379 0.379296 0.001137 0.063 0.145 0.025 0.187

# 2
20
Properties=species:S:1:pos:R:3:forces:R:3:lowdin_charge:R:1 method="wB97M-V/def2-TZVPD" smiles="O=C=NC1CCCCC1" total_energy_ha=-403.29856 largest_force_ev_per_a=5.8 total_charge=0 relative_energy_kj_mol=93.0 lumo_energy_ev=0.82
C -1.232452 -0.697996 -2.151395 -1.594 -2.386 -0.588 -0.414
C -0.297667 0.990697 -0.721658 -1.129 2.006 -1.231 -0.340
C 1.191097 0.778476 -0.594866 1.551 2.730 0.634 -0.177
C 1.536115 -0.013833 0.681867 0.612 0.442 -0.396 -0.206
C 0.590371 -1.232288 0.687358 0.436 1.422 0.244 -0.191
C -0.790707 -0.647074 1.087583 -1.325 -1.916 -0.424 -0.196
C -1.081985 0.768510 0.556421 -0.602 -0.960 0.071 -0.161
H -0.565348 2.043545 -0.895077 0.746 -0.114 -0.415 0.130
H 1.659922 1.869749 -0.508334 -0.613 -2.290 -0.317 0.148
H 1.530115 0.336504 -1.540871 0.272 -0.008 0.520 0.113
H 2.631983 -0.281288 0.693282 -1.135 0.256 0.068 0.120
H 1.313515 0.685231 1.553502 0.436 -1.118 -0.797 0.127
H 0.927675 -1.899276 1.460035 -0.049 -0.668 0.139 0.094
H 0.649464 -1.732791 -0.307324 -0.297 0.262 0.719 0.120
H -0.909759 -0.772339 2.168597 0.116 0.463 -0.047 0.105
H -1.587023 -1.353438 0.688483 0.749 0.829 0.303 0.120
H -2.162668 0.857353 0.321890 0.533 0.019 0.188 0.123
H -0.861283 1.618986 1.248032 0.124 -0.858 -0.400 0.128
N -0.771475 0.347326 -1.987461 2.308 4.715 2.377 0.180
O -1.769889 -1.666052 -2.440064 -1.140 -2.828 -0.649 0.177

# 3
8
Properties=species:S:1:pos:R:3:forces:R:3:lowdin_charge:R:1 method="wB97M-V/def2-TZVPD" total_energy_ha=-1836.52220 largest_force_ev_per_a=3.4 total_charge=0 relative_energy_kj_mol=67.3 lumo_energy_ev=-0.42
C -0.234785 0.348977 0.115355 -0.021 -1.189 3.145 -0.702
O -1.624526 -0.149080 2.469588 0.336 0.145 2.275 -0.400
P -1.569801 -0.577498 1.108124 1.474 -2.029 -1.353 -0.069
Cl -0.935421 1.941065 0.209933 0.698 0.754 -0.658 0.572
Cl -3.276950 -0.140852 0.249861 -0.758 -0.446 -0.924 0.385
Cl -1.339095 -2.821168 0.895058 -0.140 2.717 -0.045 0.120
H -0.077605 -0.129710 -0.780915 -0.344 -0.343 -2.729 0.010
H 0.782776 0.251947 0.583690 -1.246 0.391 0.290 0.084

# 4
6
Properties=species:S:1:pos:R:3:forces:R:3:lowdin_charge:R:1 method="wB97M-V/def2-TZVPD" total_energy_ha=-1196.38741 largest_force_ev_per_a=1.4 total_charge=-1 relative_energy_kj_mol=46.2 lumo_energy_ev=3.57
S 2.043381 -0.655023 -0.844237 1.104 -0.549 -0.575 0.006
H 2.543518 -1.342605 0.198894 -0.113 0.098 0.028 -0.299
S -1.902304 0.969739 0.904955 -0.838 -0.150 0.762 -0.064
S 0.134391 0.161512 -0.052344 0.231 0.271 0.119 -0.055
H -2.428915 1.901161 0.111451 0.030 0.090 -0.401 -0.363
H -0.390071 -1.034786 -0.318721 -0.414 0.239 0.066 -0.225

# 5
7
Properties=species:S:1:pos:R:3:forces:R:3:lowdin_charge:R:1 method="wB97M-V/def2-TZVPD" smiles=C#CC#N.Cl total_energy_ha=-630.36198 largest_force_ev_per_a=3.7 total_charge=0 relative_energy_kj_mol=175.6 lumo_energy_ev=0.25
C -2.461292 0.088568 0.386201 -0.229 1.245 -0.098 -0.255
C -0.109980 -0.796609 -0.007733 -2.978 2.064 0.547 0.118
C -1.129077 -0.160092 0.169182 1.020 -2.117 -0.169 -0.100
N -3.522838 0.509774 0.521590 -0.281 -0.340 0.114 0.165
Cl 2.523405 0.870241 -0.507694 2.182 -0.364 0.088 0.278
H 3.840670 0.546320 -0.430382 -1.968 0.511 -0.126 -0.159
H 0.859114 -1.058205 -0.131163 2.254 -0.999 -0.356 -0.047

# 6
10
Properties=species:S:1:pos:R:3:forces:R:3:lowdin_charge:R:1 method="wB97M-V/def2-TZVPD" total_energy_ha=-288.45195 largest_force_ev_per_a=6.8 total_charge=0 relative_energy_kj_mol=306.7 lumo_energy_ev=0.67
C -0.052044 -0.490536 0.130207 2.265 2.776 0.575 -0.634
C -0.650186 0.958677 -0.210015 1.486 2.216 -1.603 -0.005
H 1.596600 -1.703903 0.271283 -0.692 3.937 -0.498 0.167
H 2.004417 0.122810 0.419512 -1.446 -1.288 -0.831 0.112
H -1.803174 -1.250791 0.000410 3.586 -1.098 2.962 0.167
H -1.539027 0.892694 -1.105785 2.487 0.395 2.970 0.157
H -0.778709 1.776012 0.746490 -0.201 -2.975 -2.752 0.170
N 1.335903 -0.612741 0.048436 1.246 -2.175 1.147 0.047
N -0.670204 -1.474967 0.609968 -5.927 0.192 -3.319 0.063
F 0.556423 1.782746 -0.910507 -2.803 -1.980 1.348 -0.244

# 7
45
Properties=species:S:1:pos:R:3:forces:R:3:lowdin_charge:R:1 method="wB97M-V/def2-TZVPD" total_energy_ha=-6289.29230 largest_force_ev_per_a=1.5 total_charge=+1 relative_energy_kj_mol=7.2 lumo_energy_ev=-4.22
Ir -0.140814 0.377795 -0.380410 0.729 -1.262 0.524 1.013
Br 5.590097 1.345205 4.127088 0.021 0.008 0.014 0.786
C 4.368911 1.002015 2.735248 -0.014 -0.005 -0.032 -0.689
C 4.828481 0.968691 1.403303 0.000 0.012 0.020 -0.079
C 3.969534 0.700648 0.372355 0.007 -0.086 -0.011 0.013
C 2.599791 0.480237 0.615437 -0.110 -0.302 0.136 -0.340
O 1.816813 0.214815 -0.397895 0.212 0.723 -0.314 -0.243
C 2.135413 0.520959 1.958203 -0.078 0.154 -0.083 -0.147
C 0.778801 0.346584 2.317960 0.156 -0.131 -0.034 -0.039
N -0.219874 0.035866 1.529756 -0.393 0.459 0.445 -0.080
C -1.556421 -0.047901 2.048190 0.010 0.015 -0.086 -0.175
C -1.916163 -0.117360 3.366053 0.017 -0.065 0.021 0.013
C -3.280430 -0.156947 3.726560 0.016 0.026 -0.026 -0.038
C -4.263400 -0.147959 2.778295 0.012 0.005 -0.010 -0.002
C -3.918884 -0.112725 1.407145 -0.036 -0.057 -0.001 -0.133
C -4.860352 -0.134999 0.351178 -0.016 0.009 0.016 0.031
C -4.428082 -0.117867 -0.943362 0.027 -0.147 0.012 -0.011
C -3.048548 -0.065598 -1.206115 -0.020 -0.071 -0.005 -0.098
N -2.149291 -0.030809 -0.245914 -0.199 0.784 -0.098 -0.134
C -2.564167 -0.059671 1.058217 0.148 -0.097 -0.034 -0.166
C 3.053745 0.779739 3.009294 0.009 0.013 -0.035 -0.077
H 5.874028 1.158020 1.199913 0.003 -0.018 0.010 0.114
H 4.315938 0.651672 -0.650724 0.002 0.034 0.000 0.131
H 0.544640 0.517352 3.363421 0.018 -0.251 0.052 0.132
H -1.173440 -0.157185 4.150325 -0.020 -0.004 0.021 0.116
H -3.539615 -0.194453 4.775346 0.005 -0.015 0.001 0.119
H -5.307552 -0.174467 3.060555 0.003 -0.023 0.003 0.126
H -5.916956 -0.175614 0.584011 0.000 0.025 -0.006 0.132
H -5.120541 -0.146976 -1.771591 0.007 0.002 -0.004 0.121
H -2.672277 -0.067188 -2.220628 -0.005 0.162 -0.002 0.125
H 2.704162 0.776290 4.033931 -0.021 0.066 -0.008 0.117
C -1.171370 5.426136 0.606384 0.129 0.234 0.089 -0.232
Si 0.356777 4.544884 0.042513 0.042 -0.990 -0.192 0.260
C 1.516741 4.017915 1.393150 0.104 0.241 0.041 -0.201
C 1.128285 5.166501 -1.523668 0.131 0.330 0.165 -0.229
Se -0.659555 2.583981 -0.830480 -0.854 0.215 -0.557 0.430
H -0.941733 6.442602 0.936973 -0.034 0.001 -0.001 0.042
H -1.625459 4.887596 1.438952 -0.014 0.009 0.000 0.035
H -1.900007 5.486537 -0.202665 0.003 0.008 0.000 0.035
H 2.036360 4.876549 1.826234 0.006 -0.018 0.015 0.045
H 2.270238 3.329175 1.006300 -0.013 0.011 0.010 0.026
H 0.964070 3.524834 2.194937 0.006 -0.009 -0.008 0.033
H 1.575833 6.154125 -1.382833 0.000 -0.002 -0.057 0.042
H 0.379526 5.243551 -2.313222 -0.003 0.006 0.005 0.036
H 1.905056 4.476798 -1.853885 0.008 0.002 0.003 0.037

# 8
17
Properties=species:S:1:pos:R:3:forces:R:3:lowdin_charge:R:1 method="wB97M-V/def2-TZVPD" smiles="CN[C@@H](C)C(N)=O" total_energy_ha=-343.11530 largest_force_ev_per_a=5.5 total_charge=0 relative_energy_kj_mol=226.2 lumo_energy_ev=0.86
C -1.137217 -1.114461 1.623291 1.246 0.852 0.786 -0.097
N 0.290632 -0.810722 1.262509 -2.911 2.138 -0.720 -0.114
C 0.051496 -1.505577 -1.354950 -2.238 -0.432 1.837 -0.048
C 0.431340 -0.425565 -0.173612 2.454 -2.922 -0.940 -0.286
C 0.245588 1.021224 -0.596075 -0.801 2.794 2.510 -0.462
N -0.137335 1.788272 0.563260 1.254 1.054 -5.257 0.156
O 0.497388 1.533622 -1.671248 -0.258 -1.163 0.652 0.051
H -1.209376 -1.485244 2.673891 0.281 -0.279 -0.953 0.084
H -1.413702 -1.844447 0.855468 -1.260 0.277 0.505 0.067
H -1.699242 -0.135773 1.723403 0.192 -1.310 -0.930 0.086
H 0.876813 -1.546837 1.547922 0.869 -0.890 -0.145 0.082
H -1.059564 -1.763758 -1.625573 1.635 1.711 0.312 0.093
H 0.627960 -1.160213 -2.204399 -0.111 -0.534 -0.266 0.057
H 0.232359 -2.537915 -0.973153 1.130 0.783 -0.336 0.064
H 1.557488 -0.505844 -0.221560 -0.849 0.287 -0.413 0.156
H -0.184972 2.815737 0.545005 -0.068 -1.228 0.107 0.120
H -0.327186 1.198742 1.276671 -0.564 -1.137 3.250 -0.009